ORCA calculation (the ωB97M-V functional and the def2-TZVPD basis) on a structure of composition C40H29BrF4N8PS2V at a distorted geometry.

Computed properties:
Spin multiplicity ... 2
E_LUMO (alpha / beta) ... -3.29 / -3.44 eV
Net charge ... +1
DFT total energy ... -191425.3790 eV
HOMO level (alpha / beta) ... -9.0 / -8.9 eV

The geometry in XYZ format:
```
86
C40H29BrF4N8PS2V the ωB97M-V functional and the def2-TZVPD basis
V -0.2139 -0.6062 -0.6647
N 2.3236 0.2733 -3.9414
C 1.2205 0.0551 -3.2187
N 1.2056 0.0198 -1.9220
C 2.4014 0.2335 -1.2231
N 2.4249 -0.0042 0.0512
N 1.2559 -0.5045 0.4998
C 1.1753 -1.0842 1.6966
C -0.0107 -1.8218 1.9038
C -0.2343 -2.6708 3.0029
C -1.4219 -3.3475 3.0944
C -2.3846 -3.1848 2.0879
C -2.0992 -2.3530 1.0306
N -0.9461 -1.6803 0.9128
C 3.6094 0.5813 -1.9450
C 4.8228 0.8608 -1.3146
C 5.9582 1.0767 -2.0687
C 5.8992 1.0168 -3.4594
C 4.7029 0.7579 -4.1001
C 3.5577 0.5452 -3.3431
H 2.2682 0.2617 -4.9471
H 0.2938 -0.0883 -3.7613
H 2.0037 -1.0729 2.3941
H 0.5383 -2.7788 3.7525
H -1.6249 -3.9902 3.9408
H -3.3340 -3.6970 2.1410
H -2.8226 -2.2082 0.2368
H 4.8408 0.8983 -0.2337
H 6.8969 1.2923 -1.5773
H 6.7954 1.1760 -4.0430
H 4.6469 0.7263 -5.1817
C -4.9673 -2.4877 -2.7103
S -4.2744 -0.8526 -3.0718
C -2.6728 -0.9887 -2.3929
S -1.9027 0.4913 -1.9841
N -2.1303 -2.1506 -2.2511
N -0.8774 -2.1851 -1.6847
C -0.4835 -3.4183 -1.5823
C 0.8063 -3.8800 -1.1271
C 0.9855 -5.2344 -0.8342
C 2.2146 -5.6610 -0.3705
C 3.2354 -4.7319 -0.2411
C 2.9816 -3.4171 -0.6040
N 1.7992 -2.9949 -1.0338
H -5.8905 -2.5626 -3.2795
H -5.1912 -2.5455 -1.6475
H -4.2675 -3.2625 -3.0047
H -1.2071 -4.1749 -1.8697
H 0.1648 -5.9272 -0.9670
H 2.3806 -6.7005 -0.1219
H 4.2072 -5.0186 0.1352
H 3.7558 -2.6602 -0.5413
F -3.9917 6.0040 -1.6981
C -3.2072 5.0932 -1.1486
C -3.4284 4.6653 0.1460
F -4.4180 5.1858 0.8580
C -2.6100 3.6971 0.7061
F -2.8248 3.4326 1.9949
C -1.5909 3.0713 -0.0126
P -0.6451 1.5948 0.6423
C -1.8710 0.9748 1.8521
C -1.5202 0.6051 3.1462
C -2.4841 0.1121 4.0152
C -3.8060 0.0179 3.6115
C -4.1577 0.3624 2.3148
C -3.1911 0.8059 1.4296
C 0.5626 2.5627 1.6289
C 0.2573 3.1049 2.8778
C 1.2080 3.8447 3.5630
C 2.4584 4.0697 3.0061
C 2.7494 3.5761 1.7449
C 1.8072 2.8269 1.0574
C -1.3156 3.6206 -1.2720
Br 0.2628 3.1917 -2.1947
C -2.1162 4.5961 -1.8384
F -1.8411 5.0753 -3.0469
H -0.4975 0.7068 3.4814
H -2.1956 -0.1909 5.0136
H -4.5613 -0.3220 4.3082
H -5.1906 0.2936 1.9982
H -3.4647 1.0514 0.4095
H -0.7139 2.9537 3.3250
H 0.9666 4.2469 4.5383
H 3.2023 4.6325 3.5546
H 3.7143 3.7723 1.2950
H 2.0383 2.4457 0.0759
```

Atom charges from the Mulliken analysis, given in e for atoms 1 to 8: -1.15, 0.18, -0.94, 1.71, -0.45, -1.73, 2.42, -1.29


ORCA calculation (the ωB97M-V functional and the def2-TZVPD basis) on a structure of composition C40H29Cl2CrN8O4STe at a distorted geometry.

Computed properties:
Spin multiplicity ... 2
E_LUMO (alpha / beta) ... -0.96 / -0.51 eV
DFT total energy ... -133658.3788 eV
HOMO level (alpha / beta) ... -7.6 / -7.5 eV

The geometry in XYZ format:
```
86
C40H29Cl2CrN8O4STe the ωB97M-V functional and the def2-TZVPD basis
Cr -0.2095 -0.4275 0.1671
Cl -2.4446 4.1868 4.6604
C -1.4478 3.3152 3.5388
C -2.0251 2.3030 2.7894
C -1.2308 1.5567 1.9280
N -1.6246 0.4763 1.1445
C -2.8993 0.0338 1.0411
O -3.9106 0.4864 1.5545
C -2.9656 -1.1743 0.1414
C -4.1418 -1.8849 -0.0105
C -4.1206 -3.0370 -0.7736
C -2.9293 -3.4330 -1.3653
C -1.8050 -2.6518 -1.1857
N -1.8219 -1.5411 -0.4505
C 0.1390 1.8383 1.8088
C 0.6993 2.8606 2.5610
C -0.0936 3.5990 3.4214
Cl 0.6436 4.8633 4.3513
N 0.8955 0.9879 0.9898
C 1.9144 1.5528 0.2645
O 1.8493 2.6505 -0.2848
C 3.1963 0.7534 0.1718
C 4.1486 1.1325 -0.7696
C 5.3446 0.4342 -0.8159
C 5.5455 -0.5981 0.0866
C 4.5359 -0.8894 0.9959
N 3.3824 -0.2374 1.0423
H -3.0762 2.0861 2.8869
H -5.0271 -1.5244 0.4923
H -5.0167 -3.6292 -0.8988
H -2.8651 -4.3338 -1.9570
H -0.8567 -2.9127 -1.6387
H 1.7545 3.0816 2.4843
H 3.9372 1.9625 -1.4272
H 6.1099 0.6999 -1.5336
H 6.4658 -1.1655 0.0975
H 4.6595 -1.6880 1.7190
N -0.1680 1.8462 6.3551
C -0.2151 0.7602 5.5062
C -1.4428 0.2282 5.1088
C -1.4912 -0.8435 4.2388
C -0.3149 -1.4129 3.7772
C 0.9166 -0.9188 4.1931
C 0.9667 0.1606 5.0480
S -0.3785 -2.6853 2.5719
O 0.3785 -3.8346 2.9622
O -1.7591 -2.8519 2.1981
N 0.3844 -1.9158 1.3307
C 1.3290 -2.4206 0.4971
N 1.3072 -1.6808 -0.6465
C 2.1288 -2.0241 -1.6269
C 2.9880 -3.1018 -1.4923
C 2.9533 -3.7654 -0.2722
N 2.1465 -3.4401 0.7261
H -0.9953 2.4205 6.3881
H 0.6871 2.3772 6.3562
H -2.3595 0.6872 5.4553
H -2.4401 -1.2286 3.8917
H 1.8293 -1.3574 3.8118
H 1.9223 0.5664 5.3535
H 2.0928 -1.4332 -2.5320
H 3.6544 -3.3984 -2.2862
H 3.6135 -4.6067 -0.0864
Te -0.8653 1.5364 -1.7131
C -2.2811 0.5424 -2.9324
C -3.6299 0.8352 -2.7964
C -4.5655 0.1572 -3.5692
C -4.1514 -0.7990 -4.4817
C -2.7990 -1.0842 -4.6221
C -1.8652 -0.4232 -3.8430
C 0.4498 1.9553 -3.3071
C 0.0113 2.8224 -4.3014
C 0.8288 3.0913 -5.3888
C 2.0858 2.5122 -5.4775
C 2.5319 1.6683 -4.4723
C 1.7124 1.3888 -3.3871
H -3.9595 1.5863 -2.0893
H -5.6167 0.3850 -3.4568
H -4.8801 -1.3216 -5.0867
H -2.4724 -1.8285 -5.3366
H -0.8106 -0.6502 -3.9559
H -0.9645 3.2858 -4.2329
H 0.4850 3.7622 -6.1647
H 2.7218 2.7274 -6.3254
H 3.5202 1.2300 -4.5273
H 2.0713 0.7614 -2.5875
```

Atom charges from the Mulliken analysis, given in e for atoms 1 to 8: -0.29, -0.18, 0.01, -0.81, -0.45, 1.15, 0.14, -0.77


ORCA calculation (the ωB97M-V functional and the def2-TZVPD basis) on a structure of composition C40H29N6Rb.

Computed properties:
E_LUMO ... 3.86 eV
Net charge ... -2
DFT total energy ... -51547.2406 eV
HOMO level ... -1.0 eV

The geometry in XYZ format:
```
76
C40H29N6Rb the ωB97M-V functional and the def2-TZVPD basis
Rb 0.9336 -0.0908 -0.2682
C -2.7807 3.0664 -0.9626
C -3.3467 3.4942 0.2328
C -2.7058 3.2173 1.4208
C -1.5018 2.4939 1.3962
N -0.9558 2.0857 0.2499
C -1.5875 2.3728 -0.8943
N -0.8459 2.2903 2.6058
C -0.3923 1.1250 2.9230
N -0.5195 -0.0824 2.2900
C 0.0317 -1.0259 3.0956
N 0.0390 -2.3158 2.9804
C -0.5168 -2.9064 1.8559
C -1.6630 -3.7051 1.9980
C -2.1778 -4.3500 0.8949
C -1.5393 -4.2120 -0.3328
C -0.4077 -3.4199 -0.3781
N 0.1008 -2.7800 0.6759
C 0.6200 -0.3943 4.3170
C 1.3104 -0.9140 5.3959
C 1.7031 -0.0256 6.3905
C 1.3974 1.3335 6.2997
C 0.7026 1.8413 5.2085
C 0.3305 0.9515 4.2190
H -3.2397 3.2557 -1.9234
H -4.2819 4.0430 0.2331
H -3.0971 3.5380 2.3766
H -1.1160 2.0146 -1.8035
H -2.1224 -3.7823 2.9736
H -3.0731 -4.9543 0.9867
H -1.9029 -4.6945 -1.2297
H 0.1270 -3.2847 -1.3147
H 1.5314 -1.9729 5.4416
H 2.2565 -0.3862 7.2502
H 1.7189 2.0023 7.0902
H 0.4699 2.8942 5.1145
C 6.8674 -2.7534 -3.6105
C 7.1630 -1.5470 -2.9819
C 6.2765 -0.9860 -2.0790
C 5.0653 -1.6132 -1.7715
C 4.7818 -2.8215 -2.4117
C 5.6679 -3.3864 -3.3185
C 4.1051 -1.0298 -0.8035
C 4.3169 0.1012 -0.1484
C 3.7583 0.9516 0.8069
C 3.9502 0.7377 2.2051
C 3.5420 1.6656 3.1417
C 2.9012 2.8484 2.7721
C 2.6348 3.0464 1.4213
C 3.0336 2.1312 0.4657
H 7.5621 -3.1874 -4.3204
H 8.0958 -1.0395 -3.2042
H 6.4885 -0.0462 -1.5826
H 3.8423 -3.3163 -2.1870
H 5.4162 -4.3241 -3.8016
H 3.2325 -1.7046 -0.6728
H 4.4487 -0.1676 2.5313
H 3.7025 1.4432 4.1924
H 2.5625 3.5548 3.5185
H 2.0735 3.9154 1.0952
H 2.7990 2.3183 -0.5789
C 0.5613 -0.3145 -3.5237
C -0.5269 0.4366 -3.8783
C -1.8922 -0.0334 -3.7751
C -2.9631 0.7540 -4.0773
C -2.8099 2.0846 -4.5364
C -1.4830 2.5660 -4.6745
C -0.4025 1.7926 -4.3747
C -3.9244 2.8950 -4.8398
N -4.8406 3.5643 -5.0818
H 1.5585 0.0869 -3.6636
H 0.4643 -1.3442 -3.1989
H -2.0658 -1.0441 -3.4202
H -3.9625 0.3492 -3.9581
H -1.3234 3.5795 -5.0268
H 0.5932 2.2069 -4.4909
```

Atom charges from the Mulliken analysis, given in e for atoms 1 to 8: 0.84, -0.22, -0.59, -0.80, 0.11, 0.30, -0.22, -0.53


ORCA calculation (the ωB97M-V functional and the def2-TZVPD basis) on a structure of composition C40H30AsClN3O4RbS2 at a distorted geometry.

Computed properties:
E_LUMO ... 3.61 eV
Net charge ... -2
DFT total energy ... -150316.1357 eV
HOMO level ... -1.6 eV

The geometry in XYZ format:
```
82
C40H30AsClN3O4RbS2 the ωB97M-V functional and the def2-TZVPD basis
Rb -1.4542 -0.2626 -0.7426
S -1.9633 -1.7715 2.3686
C -0.5023 -2.4412 3.0000
C -0.5107 -3.7702 3.4862
C 0.5816 -4.3683 4.0871
C 0.4815 -5.7319 4.5516
N 0.3970 -6.8199 4.9194
C 1.7726 -3.6425 4.2439
C 1.8192 -2.3472 3.7416
C 0.7453 -1.7386 3.0925
S 1.0039 -0.1297 2.4406
C 2.9318 -4.2167 4.8678
N 3.8674 -4.6663 5.3701
H -1.4298 -4.3326 3.3867
H 2.7381 -1.7836 3.8404
C -9.0670 -0.9006 -4.0477
O -7.8734 -1.4868 -3.5935
C -6.7438 -0.6923 -3.5503
C -6.7148 0.5951 -4.1330
C -5.5290 1.2951 -4.0460
C -4.3868 0.8064 -3.4084
C -3.2065 1.6634 -3.3081
C -3.0575 2.8214 -4.2925
O -2.3224 1.5143 -2.4756
C -4.3927 -0.5370 -2.8407
O -3.3818 -1.0762 -2.3372
C -5.6499 -1.2335 -2.9346
H -9.8518 -1.6387 -3.8885
H -9.0231 -0.6570 -5.1146
H -9.3096 0.0084 -3.4897
H -7.5710 1.0294 -4.6243
H -5.4977 2.2875 -4.4826
H -3.6736 3.6669 -3.9753
H -3.3592 2.5475 -5.3030
H -2.0160 3.1349 -4.2804
H -5.7066 -2.2264 -2.5085
Cl -1.4602 1.9996 5.2685
C -1.6422 2.7376 3.7070
C -1.7494 4.1077 3.5966
C -1.8966 4.6495 2.3274
C -1.9176 3.7889 1.2429
N -1.8032 2.4673 1.3557
C -1.6748 1.9352 2.5705
H -1.7197 4.7299 4.4816
H -1.9893 5.7182 2.1836
H -2.0192 4.1719 0.2330
H -1.5855 0.8532 2.6420
O 0.9684 -0.3275 -0.9236
As 2.3709 -0.1494 -0.0545
C 3.0870 -1.7602 0.7135
C 4.3090 -1.8171 1.3694
C 4.7753 -3.0333 1.8491
C 4.0291 -4.1905 1.6619
C 2.8066 -4.1252 1.0096
C 2.3276 -2.9091 0.5392
C 3.7027 0.0282 -1.5479
C 3.8540 1.2466 -2.2076
C 4.6657 1.3639 -3.3276
C 5.3475 0.2550 -3.8119
C 5.2078 -0.9648 -3.1665
C 4.3917 -1.0749 -2.0463
C 2.7314 1.5839 0.7241
C 1.6621 2.4499 0.9072
C 1.8805 3.7080 1.4492
C 3.1638 4.0956 1.8137
C 4.2328 3.2309 1.6175
C 4.0195 1.9768 1.0603
H 4.8953 -0.9192 1.5235
H 5.7149 -3.0778 2.3861
H 4.3830 -5.1316 2.0624
H 2.2025 -5.0171 0.8976
H 1.3576 -2.8408 0.0602
H 3.3259 2.1226 -1.8467
H 4.7630 2.3220 -3.8247
H 5.9800 0.3416 -4.6876
H 5.7338 -1.8377 -3.5357
H 4.2971 -2.0378 -1.5571
H 0.6604 2.1308 0.6453
H 1.0405 4.3753 1.5996
H 3.3305 5.0724 2.2518
H 5.2359 3.5334 1.8932
H 4.8600 1.3188 0.8751
```

Atom charges from the Mulliken analysis, given in e for atoms 1 to 8: 1.05, -0.44, 0.22, -0.87, 0.84, -0.09, -0.66, 0.37


- Which formula does entry 1 have?
  C40H29BrF4N8PS2V